Entry 1:
# C7H12NO2

The ion C7H12NO2 with charge +1 in a non-equilibrium geometry (ωB97M-V/def2-TZVPD, OMol25).

Geometry as XYZ:
```
22
Properties=species:S:1:pos:R:3:forces:R:3:mulliken_charge:R:1
C -2.4581 -0.0003 0.1424 0.34 -1.48 2.40 0.745
C -1.2580 -0.6251 -0.2373 -0.92 -1.65 -0.32 -0.202
C 1.0474 -1.0757 -0.8019 -0.30 -0.70 -1.68 -0.399
C 0.4716 0.8639 0.5088 0.47 3.11 -1.37 -0.629
C 2.4717 -1.0700 -0.3262 -0.14 0.48 1.98 -0.610
C 1.8902 0.8770 0.9522 1.72 3.00 1.36 -0.608
C -3.4671 0.5437 -0.7110 0.99 2.38 -0.48 -1.247
N 0.0846 -0.4665 0.1775 -0.55 -2.25 2.22 0.097
O -2.5725 -0.3651 1.3550 1.00 0.47 -2.08 -0.465
O 2.8024 0.2963 0.0276 -0.68 -1.35 1.11 -0.307
H 0.9623 -0.4604 -1.6950 -0.01 0.01 -0.10 0.383
H 0.6065 -2.0497 -1.0146 0.36 -0.09 -0.08 0.460
H -0.1804 1.3574 1.1792 -0.66 -0.28 1.57 0.477
H 0.2400 1.5383 -0.3598 0.76 -1.04 -0.05 0.356
H 2.7082 -1.9031 0.3915 -0.68 1.22 0.67 0.290
H 3.2095 -1.3560 -1.0094 0.51 -0.05 -2.08 0.419
H 2.3022 1.9626 1.0971 -1.08 -1.75 -0.60 0.353
H 1.8529 0.5862 2.0376 0.78 -0.98 -0.89 0.324
H -3.0871 1.5790 -0.7540 -0.07 0.34 -0.31 0.343
H -4.4016 0.7180 -0.2359 -1.03 -0.72 0.12 0.373
H -3.3798 0.2390 -1.7431 -0.50 -0.52 -0.08 0.354
H 0.1550 -1.1896 1.0193 -0.30 1.85 -1.33 0.492
```
Forces are in eV/Å.

Output
Orbital gap (alpha / beta) = 0.301 / 0.301 Ha
E = -13025.799 eV
E_HOMO (alpha / beta) = -13.91 / -13.91 eV
Lowest unoccupied orbital energy (alpha / beta) = -5.7252 / -5.7260 eV
Net charge = +1
ΔE to the lowest compared entry with this formula, charge and spin = 6.614 eV

Entry 2:
# C7H12NO2S

The ion C7H12NO2S with charge +1 in a non-equilibrium geometry (ωB97M-V/def2-TZVPD, OMol25).

Geometry as XYZ:
```
23
Properties=species:S:1:pos:R:3:forces:R:3:mulliken_charge:R:1
C -2.7396 -0.9706 -0.1674 0.41 -0.06 1.81 0.310
C -3.1210 -1.1441 -1.3596 -1.24 1.47 -2.33 -0.252
C -0.0254 0.2689 -0.1425 0.12 0.30 0.95 -0.423
C -0.7776 1.4311 0.3607 2.22 0.83 0.23 -0.253
C -0.7815 0.1973 1.1322 -1.08 -1.58 2.61 -0.037
C 3.0052 -1.4675 0.1670 1.04 -0.08 2.46 -0.842
C 1.4303 0.1333 0.0839 2.26 1.99 -2.26 -0.331
N -1.8206 1.8102 -0.4124 -3.62 3.62 -1.64 -0.427
O 2.0230 0.9005 1.1740 -1.45 -0.78 -0.85 -0.485
O 1.6241 -1.2042 0.2674 0.68 -0.17 -0.87 -0.305
S -2.2860 -0.7765 1.3576 0.12 0.38 -1.15 -0.116
H -3.0160 -1.9536 -2.0601 0.33 -0.65 0.35 0.328
H -3.6226 -0.2659 -1.8674 0.39 -0.80 0.85 0.271
H -0.4470 -0.1214 -1.0672 0.28 -0.43 0.39 0.642
H -0.1270 2.1450 0.8053 0.21 0.90 0.56 0.441
H -0.3322 0.2999 2.1534 0.10 -0.56 -1.28 0.374
H 3.4103 -1.5225 1.2562 0.05 0.36 -2.11 0.335
H 3.5688 -0.9460 -0.6041 -0.12 1.63 0.64 0.354
H 3.1927 -2.3672 -0.2875 -0.35 -3.14 -0.30 0.331
H 1.9986 0.5488 -0.8993 -1.15 -1.08 1.89 0.227
H -1.5151 1.9901 -1.3871 -0.45 0.01 0.91 0.275
H -2.3052 2.7348 -0.0499 1.26 -2.58 -1.02 0.283
H 2.6637 0.2796 1.5467 -0.01 0.40 0.19 0.300
```
Forces are in eV/Å.

Output
Orbital gap = 0.309 Ha
E = -23862.277 eV
E_HOMO = -13.61 eV
Lowest unoccupied orbital energy = -5.1943 eV
Net charge = +1
ΔE to the lowest compared entry with this formula, charge and spin = 3.657 eV

Entry 3:
# C7H12NP

A cluster of 2 separate species, C7H12NP in total in a non-equilibrium geometry (ωB97M-V/def2-TZVPD, OMol25).

Geometry as XYZ:
```
21
Properties=species:S:1:pos:R:3:forces:R:3:mulliken_charge:R:1
C -0.8916 1.6115 -0.6655 -2.17 3.85 -1.16 0.099
C 3.1700 -0.9783 -0.2859 -0.70 3.71 0.02 -0.020
C 0.0416 0.9893 -0.3133 1.47 -0.72 -1.23 0.120
C -1.9065 2.6131 -0.8537 -2.08 0.47 -1.08 -1.292
C -1.4047 -1.4198 -0.6258 -0.03 0.82 1.19 -1.226
C 2.5802 -0.9957 1.2013 1.92 0.14 -1.32 -0.550
C -0.6865 -0.8351 0.5730 0.78 -1.34 -0.06 -0.522
N 0.5161 -0.2212 -0.0435 -0.19 -0.04 1.75 -0.108
P 3.2644 -0.0450 -1.5995 0.31 -2.74 2.61 -0.056
H -2.9208 2.1139 -0.7507 0.94 0.34 -0.76 0.276
H -1.8585 3.2219 -1.8439 -0.09 -1.13 1.78 0.265
H -1.9940 3.2625 0.0127 0.55 0.53 -0.07 0.313
H -0.7171 -2.0428 -1.1297 0.67 -0.68 -0.73 0.327
H -2.1686 -1.9968 -0.2275 -1.86 -1.32 0.29 0.416
H -1.8161 -0.6706 -1.2794 -0.02 0.27 -0.23 0.315
H 1.7996 -1.7189 1.1845 -0.44 -0.64 0.39 0.057
H 2.1717 -0.0145 1.5294 0.92 -0.47 -0.28 0.285
H 3.2525 -1.1673 2.0184 0.93 -0.81 -0.04 0.472
H -0.3750 -1.6565 1.2933 -0.38 0.85 -0.77 0.372
H -1.1926 -0.0113 1.0864 -0.47 -0.77 0.27 0.430
H 1.1357 -0.0384 0.7194 -0.07 -0.34 -0.57 0.030
```
Forces are in eV/Å.

Output
Orbital gap = 0.302 Ha
E = -18225.409 eV
E_HOMO = -8.38 eV
Lowest unoccupied orbital energy = -0.1523 eV
SMILES = CC#CNCC.CC#P
Net charge = 0
ΔE to the lowest compared entry with this formula, charge and spin = 5.437 eV

Entry 4:
# C7H12NS

The ion C7H12NS with charge +1 in a non-equilibrium geometry (ωB97M-V/def2-TZVPD, OMol25).

Geometry as XYZ:
```
21
Properties=species:S:1:pos:R:3:forces:R:3:mulliken_charge:R:1
C 2.7223 -1.7649 0.0242 1.43 0.18 0.55 -0.065
C 3.1981 0.5644 0.0362 -0.17 1.57 -0.17 -0.266
C 0.5744 0.0248 -0.0427 0.35 0.58 0.00 -0.448
C -1.3148 1.5610 -0.5683 0.02 -0.14 -0.01 -1.835
C -1.3429 0.0784 1.4515 0.11 0.00 -0.07 -1.467
C -1.5657 -0.9339 -0.8281 0.26 0.10 -0.14 -1.669
C -0.9026 0.1917 -0.0266 -0.44 0.20 0.14 1.824
N 3.2629 -0.7112 -0.0288 -1.04 -1.33 0.14 -0.110
S 1.6194 1.2898 -0.0292 0.12 -1.11 -0.11 0.188
H 2.6150 -2.7289 -0.4010 -0.33 -0.52 -0.48 0.390
H 4.0591 1.1861 0.1716 0.12 0.20 0.08 0.429
H 0.9732 -0.9932 0.0156 -0.25 0.23 -0.08 0.178
H -0.9312 2.3617 0.0598 -0.01 0.16 0.06 0.475
H -2.3990 1.6378 -0.5855 -0.05 0.01 0.04 0.437
H -0.9501 1.7008 -1.5829 0.01 0.06 -0.14 0.453
H -2.4218 0.1971 1.4989 -0.12 -0.02 -0.02 0.401
H -1.0844 -0.8920 1.8651 0.03 -0.11 0.12 0.421
H -0.8864 0.8597 2.0531 0.05 0.06 0.10 0.411
H -2.6442 -0.8588 -0.7304 -0.12 0.02 0.04 0.425
H -1.2607 -1.9140 -0.4670 0.01 -0.11 0.05 0.425
H -1.3205 -0.8564 -1.8855 0.02 -0.03 -0.09 0.406
```
Forces are in eV/Å.

Output
Orbital gap (alpha / beta) = 0.276 / 0.277 Ha
E = -19768.637 eV
E_HOMO (alpha / beta) = -12.91 / -12.91 eV
Lowest unoccupied orbital energy (alpha / beta) = -5.3893 / -5.3884 eV
Net charge = +1
ΔE to the lowest compared entry with this formula, charge and spin = 2.502 eV

Entry 5:
# C7H12O

An isolated molecule of C7H12O in a non-equilibrium geometry (ωB97M-V/def2-TZVPD, OMol25).

Geometry as XYZ:
```
20
Properties=species:S:1:pos:R:3:forces:R:3:mulliken_charge:R:1
C -1.8272 2.1737 -0.4415 -1.08 2.43 0.56 -0.333
O -2.8875 1.9182 -1.3201 1.07 -1.96 -1.36 -0.549
C -1.7149 0.9871 0.5491 2.05 3.77 0.87 -0.440
C -0.1555 0.7658 0.5595 2.39 0.89 4.22 -0.772
C 0.4486 -0.4916 -0.0514 -0.44 1.20 0.20 -0.085
C 1.6090 -0.9814 0.4185 -0.90 -0.70 0.38 -0.330
C 2.4209 -2.0471 -0.1570 0.71 -2.78 -1.17 -0.314
C 2.4138 -3.4318 -0.2466 -1.11 7.15 0.95 -0.800
H -2.0162 3.1693 0.1363 0.43 -1.55 -0.81 0.252
H -0.9160 2.3840 -1.0820 -0.90 -0.67 0.86 0.247
H -3.6772 2.3973 -1.3749 -1.19 1.60 0.64 0.293
H -2.2322 0.1937 0.1350 -0.85 -1.78 -0.81 0.425
H -2.2740 1.3076 1.5608 1.77 -0.96 -2.02 0.243
H 0.1262 0.6333 1.6537 -0.41 0.05 -0.87 0.318
H 0.6205 1.7365 0.4278 -2.66 -2.16 -0.47 0.353
H -0.1882 -0.8176 -0.8989 1.18 -0.58 0.33 0.332
H 2.2075 -0.6126 1.3060 -1.32 0.40 -0.92 0.271
H 3.2491 -1.5255 -0.6067 0.92 -0.28 -0.15 0.253
H 1.5810 -3.8900 0.0813 -2.46 -2.08 1.19 0.322
H 3.2121 -3.8689 -0.6488 2.83 -1.98 -1.64 0.312
```
Forces are in eV/Å.

Output
Orbital gap = 0.364 Ha
E = -9496.866 eV
E_HOMO = -8.95 eV
Lowest unoccupied orbital energy = 0.9421 eV
SMILES = C=C/C=C/CCCO
Net charge = 0
ΔE to the lowest compared entry with this formula, charge and spin = 3.952 eV

Entry 6:
# C7H12O

A cluster of 2 separate species, C7H12O in total in a non-equilibrium geometry (ωB97M-V/def2-TZVPD, OMol25).

Geometry as XYZ:
```
20
Properties=species:S:1:pos:R:3:forces:R:3:mulliken_charge:R:1
C -2.1200 -0.4546 1.1026 0.48 1.73 -2.91 -1.324
C -0.6437 -0.6825 1.0453 0.52 -0.01 0.47 0.990
C 0.0401 -1.2090 2.0452 -2.00 -0.44 2.79 -1.033
C -0.6199 -0.5591 -1.3245 0.97 -0.52 -2.03 -0.283
C 0.0895 -0.4901 -0.2150 -7.40 -0.39 0.48 -0.455
C 0.2641 0.6097 -3.3058 1.64 2.98 -1.45 -0.610
C -0.0327 -0.4867 -2.6809 -1.18 -1.07 -0.19 -0.464
H -2.5212 -1.2444 0.4738 -0.82 -0.16 0.38 0.296
H -2.5316 -0.3580 2.0728 -0.35 -0.32 0.88 0.414
H -2.3496 0.5241 0.4996 0.32 -1.64 1.20 0.301
H 1.0729 -1.2806 2.1360 1.82 -0.29 -0.61 0.334
H -0.4474 -1.5754 3.0018 0.26 0.73 -1.22 0.220
H -1.6719 -0.8086 -1.3986 -0.06 0.17 0.62 0.258
H 1.0361 -0.3850 -0.1194 6.35 0.71 0.01 0.598
H 0.6086 0.5558 -4.3882 -0.56 0.31 1.52 0.227
H 0.2851 1.6148 -2.7924 -0.03 -1.15 -0.70 0.265
H -0.1154 -1.3006 -3.4034 0.05 -0.65 0.77 0.268
H 3.7626 1.9891 2.6585 -0.11 1.18 -0.58 0.322
H 2.4429 2.7037 2.3451 2.33 0.58 -0.36 0.330
O 3.4516 2.8375 2.2477 -2.23 -1.77 0.94 -0.654
```
Forces are in eV/Å.

Output
Orbital gap = 0.345 Ha
E = -9497.985 eV
E_HOMO = -8.75 eV
Lowest unoccupied orbital energy = 0.6362 eV
SMILES = C=C/C=C/C(=C)C.O
Net charge = 0
ΔE to the lowest compared entry with this formula, charge and spin = 2.833 eV